1.
Formula: C29H28IN2OP2PtS
Source: the OMol25 dataset
Level of theory: wB97M-V/def2-TZVPD

CARTESIAN COORDINATES (ANGSTROEM)
Pt (-0.468, 0.107, 0.383)
C (1.280, 2.430, -1.205)
C (2.443, 1.620, -0.663)
P (1.862, 0.031, 0.069)
C (2.451, -1.239, -1.061)
C (1.903, -1.239, -2.345)
C (2.222, -2.249, -3.235)
C (3.071, -3.274, -2.836)
C (3.605, -3.281, -1.556)
C (3.300, -2.264, -0.663)
C (2.664, -0.153, 1.677)
C (3.625, 0.721, 2.180)
C (4.125, 0.537, 3.460)
C (3.685, -0.519, 4.242)
C (2.718, -1.387, 3.753)
C (2.200, -1.198, 2.484)
P (-0.117, 2.370, -0.019)
C (0.430, 3.290, 1.429)
C (1.279, 4.393, 1.362)
C (1.647, 5.045, 2.526)
C (1.171, 4.607, 3.755)
C (0.333, 3.503, 3.828)
C (-0.031, 2.840, 2.668)
C (-1.477, 3.198, -0.832)
C (-2.024, 2.537, -1.936)
C (-3.178, 3.015, -2.522)
C (-3.801, 4.138, -1.995)
C (-3.258, 4.798, -0.902)
C (-2.099, 4.327, -0.308)
H (0.922, 2.029, -2.154)
H (1.571, 3.468, -1.373)
H (2.942, 2.184, 0.123)
H (3.168, 1.404, -1.447)
H (1.204, -0.457, -2.625)
H (1.803, -2.239, -4.233)
H (3.308, -4.074, -3.525)
H (4.267, -4.080, -1.249)
H (3.708, -2.272, 0.340)
H (3.998, 1.546, 1.589)
H (4.866, 1.227, 3.840)
H (4.088, -0.661, 5.236)
H (2.359, -2.205, 4.364)
H (1.420, -1.844, 2.102)
H (1.644, 4.755, 0.408)
H (2.300, 5.907, 2.477)
H (1.446, 5.134, 4.658)
H (-0.041, 3.165, 4.784)
H (-0.678, 1.970, 2.704)
H (-1.553, 1.631, -2.303)
H (-3.613, 2.497, -3.365)
H (-4.726, 4.490, -2.431)
H (-3.747, 5.676, -0.503)
H (-1.680, 4.827, 0.556)
S (-2.467, -1.132, 0.249)
C (-3.488, 0.191, 0.165)
N (-4.246, 1.062, 0.103)
N (-0.541, -4.002, -1.180)
C (-0.072, -3.621, 0.016)
O (0.206, -2.451, 0.275)
C (0.107, -4.713, 1.040)
I (-1.833, -5.198, 1.838)
H (-0.747, -3.293, -1.865)
H (-0.893, -4.931, -1.335)
H (0.716, -4.358, 1.862)
H (0.526, -5.623, 0.618)

The total charge is +1. As for the HOMO energy: -10.698 eV. The orbital gap comes out at 6.59 eV. The strongest force on any atom comes out at 3.1 eV/A. The calculation puts the energy above the lowest of the compared OMol25 structures with the same formula, charge and spin at 153.3 kJ/mol.

2.
Formula: C15H33Br9N3O7P
Source: the OMol25 dataset
Level of theory: wB97M-V/def2-TZVPD

CARTESIAN COORDINATES (ANGSTROEM)
C (3.681, -13.053, -15.130)
Br (5.250, -12.748, -13.979)
Br (3.920, -14.424, -16.466)
Br (2.928, -11.390, -15.939)
H (2.848, -13.338, -14.500)
C (-1.247, -11.247, -7.214)
Br (-1.462, -12.077, -8.941)
Br (-2.826, -11.667, -6.121)
Br (-1.112, -9.307, -7.405)
H (-0.347, -11.700, -6.816)
C (0.904, -12.843, -11.530)
Br (-0.907, -13.565, -11.927)
Br (1.287, -11.367, -12.783)
Br (2.277, -14.235, -11.773)
H (0.940, -12.428, -10.530)
O (1.649, -13.303, -7.256)
P (1.846, -14.678, -6.722)
N (0.742, -15.100, -5.505)
C (0.517, -16.433, -4.974)
C (-0.031, -14.054, -4.842)
N (3.384, -15.079, -6.134)
C (3.605, -15.208, -4.694)
C (4.516, -15.199, -7.029)
N (1.436, -15.912, -7.837)
C (1.998, -17.263, -7.738)
C (0.328, -15.782, -8.777)
H (-0.491, -16.832, -5.129)
H (0.700, -16.311, -3.901)
H (1.156, -17.223, -5.352)
H (-0.990, -14.469, -4.538)
H (-0.125, -13.231, -5.545)
H (0.442, -13.609, -3.957)
H (4.629, -14.899, -4.501)
H (2.800, -14.863, -4.051)
H (3.541, -16.290, -4.488)
H (5.294, -14.467, -6.796)
H (4.957, -16.195, -6.917)
H (4.276, -15.090, -8.085)
H (2.752, -17.292, -6.951)
H (1.294, -18.070, -7.518)
H (2.516, -17.510, -8.668)
H (0.506, -14.896, -9.390)
H (-0.619, -15.687, -8.237)
H (0.257, -16.633, -9.451)
C (3.670, -12.439, -9.463)
O (3.515, -11.386, -10.380)
C (4.576, -10.667, -10.662)
O (5.692, -10.841, -10.261)
O (4.187, -9.623, -11.411)
C (5.183, -8.657, -11.670)
H (4.418, -13.173, -9.784)
H (2.819, -13.103, -9.366)
H (3.970, -12.122, -8.466)
H (4.780, -7.753, -12.122)
H (5.818, -9.020, -12.487)
H (5.821, -8.462, -10.811)
C (1.517, -8.242, -14.133)
O (0.840, -8.109, -15.358)
C (0.005, -9.031, -15.804)
O (-0.296, -10.047, -15.244)
O (-0.550, -8.714, -16.976)
C (-0.464, -7.398, -17.488)
H (2.165, -9.113, -14.299)
H (0.872, -8.430, -13.276)
H (2.204, -7.425, -13.928)
H (-1.099, -6.622, -17.045)
H (-0.892, -7.480, -18.487)
H (0.558, -7.026, -17.432)

As for the HOMO energy: -8.593 eV. The orbital gap comes out at 8.50 eV. The strongest force on any atom comes out at 2.6 eV/A.

3.
Formula: C11H15N2
Source: the OMol25 dataset
Level of theory: wB97M-V/def2-TZVPD

CARTESIAN COORDINATES (ANGSTROEM)
C (1.214, 1.495, 0.740)
C (1.778, 0.509, 1.397)
C (-2.590, 0.757, 1.424)
C (-1.134, 0.321, -0.133)
C (-2.268, -0.708, -0.175)
C (-2.325, -1.712, -1.057)
C (1.992, -0.019, -0.862)
C (2.173, -0.674, 0.540)
C (1.145, 1.197, -0.680)
C (1.164, -1.767, 0.800)
C (0.673, 1.928, -1.808)
N (-1.543, 1.223, 0.745)
N (-3.005, -0.383, 0.904)
H (0.581, 2.256, 1.210)
H (1.610, 0.392, 2.533)
H (-3.134, 1.082, 2.238)
H (-3.138, -2.437, -1.193)
H (-1.647, -1.504, -1.878)
H (3.072, 0.296, -1.160)
H (1.633, -0.734, -1.643)
H (3.193, -0.990, 0.737)
H (0.108, -1.495, 0.950)
H (1.611, -2.225, 1.571)
H (1.237, -2.434, -0.017)
H (0.771, 2.989, -1.772)
H (-0.441, 1.893, -1.848)
H (1.071, 1.585, -2.805)
H (-3.802, -0.841, 1.242)

The total charge is +1. As for the HOMO energy (spin up / spin down): -12.060 / -12.061 eV. The orbital gap (spin up / spin down) comes out at 7.26 / 7.26 eV. The strongest force on any atom comes out at 4.0 eV/A. The calculation puts the energy above the lowest of the compared OMol25 structures with the same formula, charge and spin at 494.0 kJ/mol.

4.
Formula: C5H14NOS
Source: the OMol25 dataset
Level of theory: wB97M-V/def2-TZVPD

CARTESIAN COORDINATES (ANGSTROEM)
O (3.128, 0.921, -1.265)
C (2.434, 0.224, -0.579)
C (1.354, -0.594, -1.257)
N (1.468, -0.360, -2.737)
H (2.516, 0.186, 0.511)
H (1.477, -1.663, -1.078)
H (0.346, -0.320, -0.941)
H (0.594, -0.600, -3.211)
H (1.755, 0.607, -2.930)
H (2.210, -0.966, -3.089)
C (-1.972, 0.421, -0.503)
C (-1.409, 0.714, 0.888)
S (-2.386, -0.032, 2.243)
C (-1.049, -0.380, 3.396)
H (-1.325, 0.872, -1.261)
H (-2.955, 0.872, -0.611)
H (-2.059, -0.661, -0.620)
H (-1.391, 1.790, 1.059)
H (-0.406, 0.303, 1.018)
H (-0.405, -1.190, 3.058)
H (-0.430, 0.501, 3.559)
H (-1.496, -0.646, 4.349)

The total charge is +1. As for the HOMO energy: -11.235 eV. The orbital gap comes out at 7.34 eV. The strongest force on any atom comes out at 0.7 eV/A. The calculation puts the energy above the lowest of the compared OMol25 structures with the same formula, charge and spin at 91.6 kJ/mol.

Number 1: calculated total energy -2804.41159 hartree. Number 2: calculated total energy -24789.75134 hartree. Number 3: calculated total energy -537.22438 hartree. Number 4: calculated total energy -726.80434 hartree.